ORCA calculation (the ωB97M-V functional and the def2-TZVPD basis) on the molecule C21H30N2O4.

```
57
Properties=species:S:1:pos:R:3:forces:R:3:nbo_charge:R:1
H -2.08421 1.57760 -0.07681 0.177 -0.006 -0.061 0.213
C -2.04210 1.09625 -3.31308 -0.004 -0.097 -0.484 -0.221
C 2.63482 -3.26893 2.29294 -0.033 0.026 -0.058 -0.377
H -0.00162 3.59670 -3.22649 0.030 -0.054 0.041 0.236
C 1.26642 2.25869 -2.18776 -0.316 0.075 -0.394 0.811
H -0.59946 3.43132 -0.76827 -0.100 -0.009 -0.009 0.235
C 3.30712 -0.89742 2.96335 -0.312 0.020 0.128 -0.398
H 2.53145 -2.64047 0.22517 -0.025 0.056 -0.153 0.216
H 3.38227 -3.69921 2.96414 -0.069 -0.016 0.056 0.205
H 1.78174 -3.95283 2.26747 0.055 -0.049 0.066 0.200
H -2.35079 0.25706 -3.94043 0.006 0.209 0.067 0.251
H 3.47838 3.96655 -0.69231 -0.063 -0.123 -0.062 0.184
N -0.15885 -1.99654 2.28435 -0.223 -0.320 0.212 -0.614
H 2.17099 3.06943 1.24130 -0.032 0.064 0.106 0.206
C -2.73329 -0.51760 -1.65582 -0.075 -0.014 0.020 0.651
C -1.44239 -1.28944 0.34497 -0.048 -0.003 -0.050 -0.244
H 3.52699 -0.53362 1.95994 0.089 -0.066 -0.027 0.225
H 4.19970 -1.38455 3.36119 0.034 -0.062 -0.060 0.201
C -2.56540 -1.91322 2.37831 0.159 0.007 -0.049 -0.232
C 2.17274 -1.92051 2.87804 0.376 0.029 -0.136 -0.309
C -1.07510 2.81822 -1.53384 0.024 -0.088 0.040 -0.391
H 0.04087 0.69376 -3.61990 -0.080 0.054 -0.092 0.242
C 3.22082 -3.15322 0.89070 -0.078 -0.092 0.170 -0.617
H 3.74192 2.26496 1.12496 0.128 -0.026 0.099 0.212
O 1.74088 3.22402 -1.39920 -0.091 0.299 0.166 -0.517
C 2.78014 2.39995 0.63823 -0.149 0.123 -0.427 -0.645
C -0.63375 1.55099 -3.67750 -0.096 -0.065 0.046 -0.420
H -4.69541 -1.78814 2.34580 -0.067 -0.006 0.045 0.217
H -2.52344 -2.27591 3.39605 0.011 -0.002 0.112 0.206
H 3.41590 -4.14414 0.48700 0.048 -0.044 -0.074 0.214
H -0.50022 0.98148 -0.59989 -0.054 0.041 0.095 0.208
H -4.78681 -0.93264 0.02521 -0.096 0.000 -0.056 0.224
H 3.74871 0.99857 3.89574 0.030 0.132 0.058 0.211
O 1.16763 -0.52386 1.17808 0.090 0.162 -0.247 -0.630
C 1.03201 -1.38437 2.02008 0.098 -0.162 0.563 0.710
H 1.79162 -2.10643 3.88992 -0.027 0.025 -0.040 0.205
C -3.78372 -1.63520 1.78774 -0.023 -0.005 -0.026 -0.200
C -1.38611 -1.72967 1.66083 -0.295 0.139 -0.167 0.149
H -2.76221 1.91024 -3.46171 -0.009 -0.100 -0.032 0.181
H 2.27992 1.43656 0.57055 0.009 -0.082 0.039 0.247
C -2.66499 -0.97214 -0.22909 -0.068 -0.320 0.211 -0.027
C -3.83901 -1.15648 0.48992 0.009 0.086 -0.120 -0.214
H 4.15646 -2.60147 0.90488 0.098 0.073 -0.068 0.207
H -1.97924 3.33184 -1.86294 0.006 0.034 0.014 0.208
H -0.62969 1.91014 -4.70639 0.022 -0.019 -0.024 0.217
H 2.05681 0.79196 3.44777 -0.102 0.111 -0.010 0.212
N -2.08712 0.63344 -1.94073 0.109 0.097 -0.185 -0.435
H 2.70687 -0.04602 4.86211 -0.025 0.009 0.116 0.197
H 3.58935 2.31109 -1.36661 -0.056 0.187 0.088 0.204
H -0.53377 -1.20421 -0.22642 0.061 0.078 -0.027 0.245
C 2.93047 0.28427 3.84896 0.126 -0.121 -0.147 -0.605
C -0.11637 2.63471 -2.71842 0.128 -0.053 0.057 -0.328
O -3.34366 -1.15702 -2.49592 -0.199 -0.198 -0.003 -0.622
H -0.20699 -2.59310 3.09818 0.142 0.095 -0.135 0.400
C 2.99298 2.98901 -0.74819 0.488 -0.195 0.219 -0.077
O 1.85823 1.24773 -2.45488 0.162 -0.146 0.130 -0.601
C -1.42511 1.45768 -0.94405 0.103 0.311 0.458 -0.226
```
Positions in Å, forces in eV/Å.

The calculation puts the LUMO energy at 0.606 eV. The charge is 0. The value obtained for the strongest force on any atom is 0.59 eV/Å. The total energy comes out at -33436.0539 eV. As for the structure (SMILES): CCOC(=O)C1CCN(C(=O)c2cccc(NC(=O)C(CC)CC)c2)CC1. For the molar mass, the calculation gives 374.48 g mol⁻¹. The value obtained for the energy relative to the best compared isomer or geometry (same formula, charge and spin) is 17.3 kJ/mol.